[1]
Here is a structure of composition C24H31BCrF4N7O3 from the OMol25 dataset. Energies are from ωB97M-V/def2-TZVPD.

Structure (ORCA input):
```
! RIJCOSX wB97M-V def2-TZVPD def2/J DEFGRID3
* xyz 1 5
Cr -0.331 0.465 -0.405
C -1.562 3.451 0.516
N -0.930 2.400 1.302
C -1.806 1.667 2.204
C -2.664 0.742 1.393
N -2.310 0.284 0.220
C -3.386 -0.480 -0.239
C -3.570 -1.143 -1.451
C -4.751 -1.837 -1.619
C -5.733 -1.867 -0.613
C -5.571 -1.186 0.578
C -4.378 -0.491 0.735
N -3.893 0.321 1.755
C -1.352 3.252 -0.961
N -0.871 2.167 -1.507
C -0.853 2.401 -2.890
C -0.416 1.591 -3.934
C -0.530 2.102 -5.211
C -1.055 3.384 -5.449
C -1.477 4.198 -4.416
C -1.358 3.672 -3.135
N -1.666 4.189 -1.879
H -1.187 4.439 0.794
H -2.639 3.468 0.707
H -0.088 2.706 1.764
H -2.448 2.309 2.818
H -1.181 1.072 2.869
H -2.813 -1.101 -2.225
H -4.936 -2.359 -2.549
H -6.647 -2.420 -0.783
H -6.338 -1.194 1.341
H -4.341 0.513 2.635
H 0.033 0.624 -3.742
H -0.191 1.510 -6.050
H -1.120 3.748 -6.465
H -1.870 5.189 -4.597
H -2.019 5.110 -1.682
C 2.925 -2.431 2.909
N 2.313 -1.236 2.337
C 3.159 -0.053 2.197
C 1.033 -1.183 1.987
O 0.505 -0.145 1.559
C 0.221 -2.463 2.160
O -1.134 -2.292 1.817
C -1.577 -3.165 0.812
C -1.028 -2.754 -0.549
O -0.361 -1.720 -0.629
N -1.256 -3.553 -1.590
C -2.061 -4.763 -1.493
C -0.643 -3.261 -2.883
H 4.002 -2.346 2.797
H 2.616 -3.332 2.383
H 2.698 -2.539 3.971
H 4.103 -0.353 1.747
H 3.349 0.398 3.173
H 2.675 0.662 1.543
H 0.280 -2.769 3.209
H 0.686 -3.252 1.563
H -2.668 -3.137 0.803
H -1.276 -4.198 1.023
H -2.868 -4.651 -0.773
H -1.455 -5.631 -1.228
H -2.514 -4.946 -2.465
H 0.032 -2.416 -2.787
H -1.419 -3.041 -3.620
H -0.081 -4.133 -3.220
F 3.502 0.442 -2.104
B 2.352 -0.129 -1.650
F 2.554 -1.199 -0.788
F 1.448 -0.459 -2.670
F 1.627 0.925 -0.849
*
```

Properties
E in eV: -81937.9694

Computed Löwdin charges, given in elementary charges: 0.867, -0.099, -0.059, -0.116, -0.278, 0.092, -0.199, -0.007, -0.068, -0.071, -0.004, -0.174, 0.197, -0.278, 0.078, -0.182, 0.013, -0.062, -0.073, -0.011, -0.174, 0.180, 0.137, 0.137, 0.136, 0.132, 0.129, 0.119, 0.110, 0.110, 0.117, 0.175, 0.102, 0.109, 0.108, 0.114, 0.172, -0.016, -0.112, 0.002, -0.386, -0.037, -0.095, -0.092, -0.107, -0.409, -0.010, -0.119, -0.023, 0.004, 0.097, 0.091, 0.102, 0.102, 0.101, 0.083, 0.145, 0.137, 0.135, 0.141, 0.086, 0.103, 0.097, 0.080, 0.097, 0.104, 0.187, -1.197, 0.150, 0.106, -0.028

[2]
Here is a structure of composition C24H31Br36ClN2O6P3 from the OMol25 dataset. Energies are from ωB97M-V/def2-TZVPD.

Structure (ORCA input):
```
! RIJCOSX wB97M-V def2-TZVPD def2/J DEFGRID3
* xyz 1 1
C 1.778 3.876 -1.251
C 1.935 2.538 -2.004
P 1.583 1.261 -0.737
C -0.081 1.720 -0.060
C 1.356 -0.427 -1.483
C 0.563 -0.761 -2.604
C -0.230 0.278 -3.340
O -0.849 1.120 -2.801
O -0.224 0.155 -4.707
P -1.709 -0.491 -5.189
O -2.137 0.565 -6.307
Cl -1.168 -2.122 -6.326
C 0.454 -2.066 -3.032
C 1.145 -3.074 -2.348
N 1.062 -4.407 -2.671
C 0.089 -5.027 -2.037
C 0.310 -5.766 -0.777
C -1.305 -4.973 -2.561
N 1.909 -2.730 -1.299
C 2.014 -1.453 -0.860
P 3.080 -1.380 0.647
O 3.267 -2.778 1.056
O 4.421 -0.599 0.380
O 2.195 -0.651 1.722
H 0.831 4.350 -1.482
H 2.597 4.557 -1.448
H 1.764 3.679 -0.173
H 1.305 2.484 -2.885
H 2.980 2.454 -2.286
H -0.471 2.625 -0.514
H 0.021 1.868 1.006
H -0.775 0.906 -0.254
H -2.815 1.156 -5.953
H -0.166 -2.329 -3.867
H -0.316 -6.653 -0.727
H 1.355 -5.994 -0.605
H -0.017 -5.111 0.040
H -1.933 -5.664 -2.006
H -1.712 -3.978 -2.362
H -1.299 -5.159 -3.628
H 2.415 -3.461 -0.796
H 4.553 -0.391 -0.553
H 2.721 -0.270 2.445
C -2.270 -0.525 2.475
Br -2.970 -2.163 3.202
Br -0.757 -0.850 1.336
Br -3.621 0.512 1.583
H -1.909 0.066 3.307
C 2.042 -1.556 5.892
Br 2.621 0.221 5.416
Br 0.739 -1.510 7.303
Br 1.418 -2.534 4.361
H 2.908 -2.083 6.269
C 2.071 3.164 -6.822
Br 1.935 5.030 -7.257
Br 3.179 2.863 -5.279
Br 0.333 2.352 -6.633
H 2.558 2.676 -7.653
C -0.740 8.101 -8.208
Br -0.886 7.974 -6.293
Br 1.084 8.360 -8.761
Br -1.536 6.585 -9.085
H -1.294 8.976 -8.514
C -4.559 -5.474 5.903
Br -3.279 -4.660 7.083
Br -6.273 -4.616 5.995
Br -3.915 -5.528 4.087
H -4.683 -6.497 6.225
C -3.141 0.274 6.441
Br -3.891 1.445 5.107
Br -2.176 1.271 7.774
Br -4.476 -0.870 7.211
H -2.426 -0.364 5.939
C 0.229 4.632 9.299
Br -0.453 3.054 10.164
Br 1.662 4.206 8.087
Br -1.171 5.619 8.424
H 0.638 5.268 10.070
C -5.524 -6.601 -2.398
Br -4.389 -5.832 -1.042
Br -7.313 -5.921 -2.287
Br -4.771 -6.361 -4.154
H -5.568 -7.663 -2.210
C 1.830 5.410 2.865
Br 0.544 5.451 4.291
Br 2.159 3.604 2.269
Br 1.324 6.553 1.403
H 2.762 5.786 3.260
C 6.236 5.996 -7.009
Br 5.097 6.355 -5.501
Br 6.474 4.105 -7.285
Br 5.599 6.871 -8.598
H 7.207 6.410 -6.782
C 6.858 -1.113 4.082
Br 6.767 0.806 3.956
Br 7.834 -1.685 5.634
Br 5.103 -1.901 4.016
H 7.397 -1.466 3.215
C -8.695 -3.954 2.414
Br -8.797 -5.796 1.870
Br -9.400 -3.704 4.186
Br -6.904 -3.262 2.253
H -9.318 -3.385 1.740
*
```

Properties
E in eV: -2602566.7879

Löwdin population analysis, charges in e, atoms 1 to 99: -0.188, -0.430, 0.991, -0.341, -0.268, -0.061, -0.558, 0.163, -0.325, 0.555, -0.340, 0.292, 0.089, -0.249, 0.134, -0.299, 0.008, -0.030, 0.183, -0.235, 0.401, -0.286, -0.090, -0.260, 0.076, 0.077, -0.072, 0.037, 0.041, 0.052, -0.010, -0.065, 0.078, 0.062, 0.096, 0.095, 0.120, -0.009, 0.107, 0.101, 0.157, 0.098, 0.042, -1.591, 0.560, 0.730, 0.595, -0.051, -1.631, 0.560, 0.601, 0.603, -0.041, -1.588, 0.551, 0.594, 0.681, -0.024, -1.642, 0.561, 0.556, 0.565, -0.031, -1.619, 0.568, 0.561, 0.528, -0.027, -1.638, 0.590, 0.540, 0.579, -0.058, -1.629, 0.553, 0.555, 0.574, -0.029, -1.627, 0.605, 0.596, 0.582, -0.026, -1.609, 0.583, 0.630, 0.609, -0.026, -1.632, 0.544, 0.559, 0.573, -0.030, -1.623, 0.573, 0.602, 0.593, -0.027, -1.628

[3]
Here is a structure of composition C24H31BrCl2CoN7O2S from the OMol25 dataset. Energies are from ωB97M-V/def2-TZVPD.

Structure (ORCA input):
```
! RIJCOSX wB97M-V def2-TZVPD def2/J DEFGRID3
* xyz -1 4
Co -1.031 0.088 -0.325
C 0.775 -1.406 2.796
C -0.750 -1.369 2.583
N -1.241 -0.147 1.958
C -1.366 1.009 2.834
C -0.080 1.645 3.355
S 1.199 2.178 2.179
C 2.594 1.154 2.686
C 2.751 -0.179 1.954
N 1.512 -0.839 1.710
H 1.031 -0.842 3.697
H 1.052 -2.456 3.016
H -1.049 -2.193 1.940
H -1.230 -1.536 3.563
H -2.175 -0.336 1.585
H -1.933 1.756 2.291
H -1.941 0.738 3.739
H -0.396 2.533 3.910
H 0.413 1.001 4.083
H 3.497 1.747 2.524
H 2.528 1.000 3.765
H 3.213 0.006 0.981
H 3.474 -0.782 2.543
H 1.446 -1.328 0.840
Cl -2.624 -0.386 -4.077
C -3.603 -1.442 -3.061
C -4.455 -2.317 -3.680
C -5.206 -3.240 -2.949
C -5.059 -3.217 -1.556
C -4.222 -2.324 -0.947
Cl -4.097 -2.374 0.810
C -3.398 -1.318 -1.622
N -2.642 -0.482 -1.039
H -4.521 -2.291 -4.761
H -5.886 -3.925 -3.429
H -5.614 -3.910 -0.936
Br -1.269 5.072 1.435
C -0.863 5.107 -0.424
C -0.740 6.365 -0.995
C -0.449 6.488 -2.342
C -0.272 5.347 -3.114
C -0.381 4.103 -2.525
C -0.682 3.955 -1.171
C -0.821 2.547 -0.651
O -0.114 1.667 -1.228
O -1.631 2.284 0.248
H -0.877 7.241 -0.378
H -0.364 7.471 -2.782
H -0.048 5.429 -4.169
H -0.234 3.199 -3.097
C 0.351 -5.554 -3.009
C -1.146 -5.487 -2.733
C -1.504 -6.150 -1.410
C -1.687 -4.067 -2.823
N -0.904 -3.117 -2.035
C -0.064 -2.153 -2.425
N 0.390 -1.520 -1.356
N -0.237 -2.106 -0.308
N -1.000 -3.076 -0.704
H 0.681 -6.589 -3.093
H 0.917 -5.093 -2.199
H 0.617 -5.042 -3.934
H -1.670 -6.022 -3.536
H -1.086 -5.599 -0.567
H -1.117 -7.170 -1.375
H -2.584 -6.184 -1.272
H -2.715 -3.991 -2.468
H -1.664 -3.688 -3.848
H 0.170 -1.927 -3.446
*
```

Properties
Energy relative to the best compared isomer or geometry (same formula, charge and spin) in kcal/mol: 5.4
E in eV: -183467.1318

Computed Löwdin charges, given in elementary charges: 0.635, -0.216, -0.212, -0.099, -0.264, -0.456, 0.876, -0.495, -0.296, -0.090, 0.092, 0.115, 0.073, 0.116, 0.068, 0.087, 0.120, 0.065, 0.051, 0.062, 0.062, 0.116, 0.109, 0.061, 0.591, -0.630, -0.202, -0.174, -0.197, -0.618, 0.598, -0.573, -0.053, 0.085, 0.068, 0.085, 0.775, -0.584, -0.150, -0.098, -0.084, -0.015, -0.144, -0.658, -0.080, -0.067, 0.087, 0.096, 0.097, 0.119, -0.080, -0.410, -0.076, -0.100, -0.073, -0.134, 0.033, -0.070, 0.110, 0.074, 0.078, 0.076, 0.136, 0.065, 0.073, 0.081, 0.101, 0.135, 0.125